C15H20BCl12F2ISi | ωB97M-V/def2-TZVPD

E_HOMO in eV: -9.5
Lowest unoccupied orbital energy in eV: -0.65
SMILES string: C[Si](C)(CCC(F)(F)BI)c1ccccc1.ClC(Cl)Cl.ClC(Cl)Cl.ClC(Cl)Cl.ClC(Cl)Cl
Kohn-Sham gap in eV: 8.869

Bonds (Å) are listed after each position.
CARTESIAN COORDINATES (ANGSTROEM)
1 C 0.55983 -1.70777 2.45886  Si2 1.888, H17 1.087, H18 1.090, H19 1.090
2 Si 0.40827 -1.61720 0.57874  C1 1.888, C3 1.893, C4 1.900, C11 1.884
3 C 1.46837 -3.02962 -0.10310  Si2 1.893, H20 1.089, H21 1.089, H22 1.086
4 C -1.38306 -2.01699 0.08893  Si2 1.900, C5 1.535, H23 1.089, H24 1.091
5 C -2.22332 -0.83108 -0.40487  C4 1.535, C6 1.534, H25 1.087, H26 1.086
6 C -3.73605 -1.05021 -0.27117  C5 1.534, F7 1.368, F8 1.378, B9 1.602
7 F -4.25889 -1.58316 -1.41789  C6 1.368
8 F -4.04901 -1.91396 0.75644  C6 1.378
9 B -4.44590 0.34830 0.05605  C6 1.602, I10 2.137, H27 1.181
10 I -4.18405 1.12122 2.03159  B9 2.137
11 C 1.02400 0.05543 -0.03054  Si2 1.884, C12 1.400, C16 1.399
12 C 0.42500 1.28387 0.27159  C11 1.400, C13 1.388, H28 1.083
13 C 0.95040 2.48003 -0.19668  C12 1.388, C14 1.390, H29 1.083
14 C 2.09911 2.50739 -0.97924  C13 1.390, C15 1.390, H30 1.080
15 C 2.71738 1.29683 -1.26991  C14 1.390, C16 1.391, H31 1.088
16 C 2.18058 0.09614 -0.81718  C11 1.399, C15 1.391, H32 1.082
17 H 0.17842 -0.80749 2.93351  C1 1.087
18 H 0.01645 -2.59340 2.78859  C1 1.090
19 H 1.60762 -1.88853 2.69745  C1 1.090
20 H 1.09770 -3.28512 -1.09515  C3 1.089
21 H 1.29104 -3.87900 0.55480  C3 1.089
22 H 2.52359 -2.77935 -0.15075  C3 1.086
23 H -1.83725 -2.53953 0.92964  C4 1.089
24 H -1.33774 -2.74792 -0.71986  C4 1.091
25 H -2.05329 -0.73765 -1.47484  C5 1.087
26 H -1.99783 0.10423 0.09778  C5 1.086
27 H -5.10675 0.93006 -0.73157  B9 1.181
28 H -0.45796 1.31077 0.89754  C12 1.083
29 H 0.47187 3.42148 0.04237  C13 1.083
30 H 2.50763 3.43330 -1.35501  C14 1.080
31 H 3.63458 1.31918 -1.85438  C15 1.088
32 H 2.71209 -0.80755 -1.08376  C16 1.082
33 Cl -3.19750 0.40949 -3.93140  C34 1.764
34 C -4.33538 -0.63000 -4.79030  Cl33 1.764, Cl35 1.764, Cl36 1.763, H37 1.082
35 Cl -5.54115 0.33403 -5.64285  C34 1.764
36 Cl -3.48468 -1.69961 -5.90476  C34 1.763
37 H -4.84592 -1.24131 -4.05735  C34 1.082
38 Cl 5.60273 0.95283 -0.80068  C39 1.767
39 C 7.35016 1.15757 -0.96512  Cl38 1.767, Cl40 1.765, Cl41 1.765, H42 1.082
40 Cl 8.07068 1.62953 0.57564  C39 1.765
41 Cl 8.10033 -0.31558 -1.58245  C39 1.765
42 H 7.52928 1.95148 -1.67764  C39 1.082
43 Cl -7.84926 -1.20655 0.96226  C44 1.766
44 C -6.96028 -1.74299 2.39044  Cl43 1.766, Cl45 1.766, Cl46 1.763, H47 1.083
45 Cl -7.50859 -0.88628 3.83376  C44 1.766
46 Cl -7.10437 -3.48710 2.60113  C44 1.763
47 H -5.91461 -1.50805 2.23800  C44 1.083
48 Cl 6.71452 3.35093 3.70246  C49 1.765
49 C 5.93705 4.52357 2.63742  Cl48 1.765, Cl50 1.764, Cl51 1.765, H52 1.082
50 Cl 4.74796 3.73584 1.60035  C49 1.764
51 Cl 5.18811 5.81664 3.57664  C49 1.765
52 H 6.69810 4.96286 2.00649  C49 1.082